Molecular formula: C13H10O7S2Ti
Method: DFT, wB97M-V/def2-TZVPD

Each line ends with the Mulliken spin population.
Atoms and positions in Å:
Ti1 0.200 0.038 -0.788  1.54
C1 -0.470 -1.463 1.590  -0.01
C2 -0.997 -0.609 2.554  0.01
C3 -0.034 0.366 2.861  0.03
C4 1.089 0.133 2.080  -0.01
C5 0.832 -1.002 1.265  0.01
H1 -0.956 -2.325 1.149  0.00
H2 -2.002 -0.650 2.949  0.00
H3 -0.178 1.208 3.525  0.00
H4 2.004 0.713 2.069  0.00
H5 1.588 -1.572 0.718  0.00
O1 6.874 -0.953 -6.027  0.00
C6 5.526 -0.660 -6.130  0.00
O2 5.083 -0.536 -7.253  0.00
C7 4.820 -0.362 -4.906  0.01
C8 3.456 0.017 -4.971  0.00
C9 2.744 0.341 -3.843  0.00
C10 3.346 0.308 -2.574  0.00
S1 2.581 0.822 -1.087  -0.02
C11 4.689 -0.079 -2.505  0.01
C12 5.413 -0.405 -3.624  0.00
H6 7.103 -0.963 -5.091  0.00
H7 2.974 0.049 -5.937  0.00
H8 1.707 0.636 -3.923  0.00
H9 5.159 -0.121 -1.530  0.00
H10 6.449 -0.697 -3.469  0.00
O3 0.485 -1.549 -2.051  0.01
S2 -0.828 -1.112 -2.700  0.00
O4 -1.030 -1.689 -4.004  0.00
O5 -0.631 0.392 -2.720  -0.01
O6 -1.866 -1.378 -1.704  0.00
O7 -1.221 1.316 -0.004  0.05
C13 -0.300 2.053 -0.008  0.40

The HOMO energy (spin up / spin down) is -1.0 / -1.8 eV. The calculation puts the calculated total energy at -72764.062 eV. Its expectation value of S² is 2.01. For the HOMO-LUMO gap (spin up / spin down), the calculation gives 5.492 / 6.231 eV. Its total charge is -2. As for the multiplicity: 3.


Molecular formula: C4H8O4
Method: DFT, wB97M-V/def2-TZVPD

Each line ends with the natural charge from an NBO analysis.
Atoms and positions in Å:
C1 0.749 0.390 -2.300  -0.26
O1 -0.317 0.267 -1.346  -0.55
C2 -0.308 1.114 -0.167  1.00
O2 -1.321 1.396 0.402  -0.58
O3 0.857 1.776 -0.070  -0.68
H1 0.498 -0.278 -3.121  0.20
H2 0.830 1.411 -2.674  0.19
H3 1.683 0.099 -1.817  0.20
H4 0.835 2.334 0.721  0.51
C3 -0.948 -1.325 1.961  -0.74
C4 0.115 -1.122 0.926  0.39
O4 1.288 -0.954 1.142  -0.56
H5 -1.710 -0.555 1.829  0.25
H6 -1.432 -2.290 1.816  0.23
H7 -0.528 -1.262 2.964  0.22
H8 -0.290 -1.002 -0.266  0.17

The HOMO energy is -9.1 eV. The calculation puts the calculated total energy at -12466.185 eV. The SMILES is COC(=O)O.CC=O. For the HOMO-LUMO gap, the calculation gives 9.701 eV.


Molecular formula: C5H7NO
Method: DFT, wB97M-V/def2-TZVPD

Each line ends with the natural charge from an NBO analysis.
Atoms and positions in Å:
O1 -0.514 2.042 -0.317  -0.71
C1 -0.958 0.735 -0.027  -0.02
C2 -0.724 -0.280 -1.177  -0.04
C3 0.562 -0.881 -0.758  -0.17
C4 1.275 -0.052 0.319  -0.42
C5 -0.109 -0.044 0.969  -0.07
N1 -0.330 -1.401 0.338  -0.50
H1 -0.399 2.106 -1.274  0.47
H2 -2.016 0.760 0.271  0.17
H3 -1.282 -1.704 0.101  0.40
H4 1.064 -1.601 -1.402  0.22
H5 1.677 0.920 0.029  0.23
H6 1.999 -0.647 0.879  0.22
H7 -0.245 0.048 2.048  0.21

The HOMO energy is -8.5 eV. The calculation puts the calculated total energy at -8831.033 eV. For the HOMO-LUMO gap, the calculation gives 8.992 eV.


Molecular formula: C6H21O6V
Method: DFT, wB97M-V/def2-TZVPD

Each line ends with the Mulliken spin population.
Atoms and positions in Å:
V1 0.256 -0.025 0.023  2.91
O1 2.105 -0.753 0.839  0.01
H1 1.635 -1.518 1.224  0.00
O2 -0.799 0.674 1.652  0.02
H2 -0.327 1.146 2.366  0.01
O3 1.671 -0.449 -1.756  0.00
H3 1.616 0.113 -2.553  0.00
C1 0.657 -4.403 0.502  0.00
C2 0.641 -3.134 -0.567  0.00
O4 -0.232 -2.230 0.034  0.01
H4 1.417 -5.141 0.246  0.00
H5 -0.358 -4.791 0.413  0.00
H6 0.872 -4.007 1.494  0.00
H7 0.355 -3.400 -1.585  0.00
H8 1.692 -2.874 -0.693  0.00
H9 -1.114 -2.609 0.061  -0.01
C3 -3.171 0.068 -0.762  0.03
C4 -2.305 1.061 -1.433  0.01
O5 -1.135 0.285 -1.681  0.01
H10 -4.200 0.298 -0.487  0.00
H11 -2.696 -0.287 0.153  -0.01
H12 -3.179 -0.794 -1.431  0.00
H13 -2.124 1.841 -0.693  0.00
H14 -2.794 1.438 -2.331  0.00
H15 -0.737 0.675 -2.463  0.00
C5 0.623 3.894 1.302  0.00
C6 1.863 2.974 1.152  0.00
O6 1.603 2.058 0.115  0.00
H16 0.336 4.165 0.286  0.00
H17 0.741 4.791 1.910  0.00
H18 -0.126 3.205 1.693  0.00
H19 1.913 2.454 2.109  0.00
H20 2.815 3.485 1.011  0.00
H21 2.486 1.787 -0.147  0.00

The HOMO energy (spin up / spin down) is -1.6 / -3.4 eV. The calculation puts the calculated total energy at -44534.317 eV. Its expectation value of S² is 3.76. For the HOMO-LUMO gap (spin up / spin down), the calculation gives 4.772 / 6.525 eV. Its total charge is -1. As for the multiplicity: 4.


Molecular formula: C13H25N3S5Ti
Method: DFT, wB97M-V/def2-TZVPD

Each line ends with the natural charge from an NBO analysis.
Atoms and positions in Å:
Ti1 0.585 0.511 -1.021  0.95
C1 -3.357 3.742 -0.654  -0.40
C2 -2.420 4.555 -0.197  -0.37
S1 0.718 2.693 -0.058  -0.20
C3 1.602 2.402 1.508  -0.54
C4 2.878 1.619 1.262  -0.51
S2 2.520 0.073 0.380  0.30
C5 2.033 -3.605 0.080  -0.40
C6 2.583 -3.483 -1.117  -0.37
S3 0.209 -1.314 -2.557  -0.28
C7 -0.493 -0.529 -4.040  -0.51
C8 -0.286 0.972 -4.034  -0.52
S4 -0.838 1.721 -2.464  -0.20
H1 -3.602 3.695 -1.708  0.19
H2 -3.900 3.076 0.006  0.18
H3 -2.156 4.584 0.852  0.19
H4 -1.864 5.209 -0.857  0.20
H5 0.960 1.848 2.193  0.22
H6 1.833 3.368 1.962  0.22
H7 3.368 1.324 2.192  0.23
H8 3.587 2.178 0.653  0.23
H9 1.105 -4.148 0.214  0.19
H10 2.476 -3.158 0.962  0.19
H11 2.127 -3.912 -1.999  0.20
H12 3.509 -2.938 -1.261  0.19
H13 -1.559 -0.766 -4.104  0.20
H14 -0.007 -0.970 -4.912  0.22
H15 -0.848 1.450 -4.839  0.22
H16 0.769 1.202 -4.188  0.21
C9 2.651 0.407 -1.402  -0.89
H17 3.143 -0.437 -1.873  0.23
H18 3.134 1.355 -1.623  0.24
C10 -0.629 -2.916 4.149  -0.60
C11 -0.942 -1.434 3.948  -0.45
C12 -1.192 -1.096 2.515  0.07
N1 -0.373 -0.445 1.781  -0.23
N2 -0.794 -0.314 0.474  -0.44
C13 -1.979 -0.849 0.260  0.29
N3 -2.648 -0.748 -0.886  -0.78
S5 -2.631 -1.615 1.667  0.35
H19 -0.468 -3.132 5.204  0.22
H20 0.270 -3.196 3.599  0.22
H21 -1.447 -3.547 3.799  0.21
H22 -0.102 -0.816 4.267  0.24
H23 -1.808 -1.145 4.549  0.22
H24 -2.215 -0.222 -1.643  0.45
H25 -3.501 -1.250 -1.040  0.41

The HOMO energy is -7.6 eV. The calculation puts the calculated total energy at -95648.564 eV. For the HOMO-LUMO gap, the calculation gives 7.527 eV.


Molecular formula: C3H5NO2
Method: DFT, wB97M-V/def2-TZVPD

Each line ends with the natural charge from an NBO analysis.
Atoms and positions in Å:
N1 0.850 -0.947 -0.016  -0.63
C1 -0.552 -0.884 0.454  0.45
O1 -1.244 -0.314 -0.618  -0.50
C2 -0.378 0.810 -0.870  -0.11
C3 0.644 0.497 0.230  0.17
O2 -0.258 0.209 1.341  -0.52
H1 1.414 -1.293 0.760  0.36
H2 -1.071 -1.748 0.865  0.19
H3 -0.919 1.742 -0.693  0.19
H4 0.031 0.765 -1.883  0.20
H5 1.485 1.163 0.431  0.20

The HOMO energy is -9.8 eV. The calculation puts the calculated total energy at -8774.969 eV. For the HOMO-LUMO gap, the calculation gives 10.833 eV.


Ordered energy relative to the best compared isomer or geometry (same formula, charge and spin) results: 42.4; 68.6; 119.2; 17.3; 2.9; 62.9; unit kcal per mole.